The following is a DFT calculation (ωB97M-V with the def2-TZVPD basis set) of a molecular structure, C18H23Br3Cl6O15 at a distorted geometry.

The value obtained for the HOMO energy is -11.03 eV. For the energy above the lowest of the compared OMol25 structures with the same formula, charge and spin, the calculation gives 0.0 kJ/mol. For the gap between HOMO and LUMO, the calculation gives 0.37515 hartree. The calculation puts the energy at -12311.504525 a.u.

ORCA input file:
```
! wB97M-V def2-TZVPD RIJCOSX def2/J DEFGRID3
* xyz 0 1
O 20.8377 12.0043 0.7823
H 15.5936 17.3836 1.7260
O 19.5662 13.8287 1.1193
H 21.4361 15.7963 3.6749
C 19.9985 19.5262 2.7286
O 15.5062 13.3387 0.6216
H 14.2361 17.1018 -0.1010
Cl 20.5502 18.7974 4.2237
Br 20.4841 24.2505 1.6367
O 18.6237 23.4958 9.0204
Br 22.5327 22.1773 2.9111
H 24.3712 19.1427 -1.6591
O 22.1548 16.8941 6.2919
H 20.4401 15.4637 -1.3546
C 24.8361 19.3017 -0.6852
Cl 15.6475 20.0187 0.8660
Cl 15.9569 22.0005 -1.2160
H 16.9471 20.5569 6.9909
H 15.7275 17.0629 -1.1132
O 20.7451 15.7855 7.6466
Cl 17.6572 19.6243 -1.2113
H 19.0843 20.8354 5.8382
C 22.8909 16.5685 5.1076
O 23.6463 16.8583 1.3559
H 23.9290 16.3325 5.3325
H 22.5436 24.6544 2.9818
H 22.8906 17.4012 4.4077
C 22.2970 23.9540 2.1990
C 22.0444 15.4389 4.5007
H 21.5438 15.8666 0.0434
C 17.8141 20.4742 7.6418
H 19.5836 15.9199 1.3520
O 21.1995 15.0222 5.5807
C 20.5809 13.1339 0.5541
H 22.6351 14.5857 4.1784
C 23.9429 17.8765 0.8248
O 24.9765 18.0480 -0.0125
Br 23.5307 24.3073 0.7596
C 20.7336 15.2478 -0.3295
O 23.2632 19.0371 1.0086
O 15.9528 15.3504 1.5287
O 19.3627 22.1857 7.3510
C 15.5087 14.5171 0.5533
C 18.5789 22.4771 8.4177
H 17.0700 16.9448 0.7960
H 17.5338 21.3227 0.3521
H 20.8372 19.8259 2.1155
O 15.0835 15.2277 -0.5212
C 16.7785 20.8058 -0.2250
C 19.1166 20.8388 6.9236
C 19.5032 15.1421 0.5948
C 21.3216 15.8762 6.6139
H 25.8098 19.7544 -0.8366
C 23.8826 20.0875 0.2342
O 21.2589 13.9067 -0.3267
Cl 18.9928 18.4199 1.8093
H 19.9713 20.2319 7.2306
H 18.5520 15.2399 0.0718
C 16.0408 16.6822 1.0335
C 15.2005 16.6267 -0.2700
Cl 19.0838 21.0258 3.0509
O 17.7537 21.4425 8.6888
H 24.3974 20.8048 0.8628
H 23.0598 20.4723 -0.3618
H 17.8992 19.5012 8.1157
*
```

***

The following is a DFT calculation (ωB97M-V with the def2-TZVPD basis set) of a molecular structure, C18H23BrN2O4PPdS2SbSe4 at a distorted geometry.

The value obtained for the HOMO energy (spin up / spin down) is -0.87 / -1.81 eV. For the energy above the lowest of the compared OMol25 structures with the same formula, charge and spin, the calculation gives 134.6 kJ/mol. For the gap between HOMO and LUMO (spin up / spin down), the calculation gives 0.16629 / 0.15826 hartree. The calculation puts the energy at -14795.806860 a.u. As for the expectation value of S²: 6.032.

ORCA input file:
```
! wB97M-V def2-TZVPD RIJCOSX def2/J DEFGRID3
* xyz -2 5
N 0.3353 -6.0679 4.5977
S -0.3707 -4.1202 1.2084
H 3.6724 -1.5997 4.0287
C 4.7862 -0.3516 2.6864
H 1.7482 4.1846 1.2444
Pd -0.5511 -2.1575 0.0929
H 4.5613 -0.4168 -1.8442
Se -6.2881 -4.6854 -3.5576
C 1.2867 2.1466 1.1308
Se -7.4510 -4.0396 0.4748
N -0.2506 -2.4032 6.1147
C 3.7287 -1.0504 -2.1148
H 1.4575 2.1703 0.0783
H -0.0296 3.7249 -4.8164
H -4.3326 0.8516 -1.4464
H 3.0514 3.1668 1.8188
C -3.4588 1.0011 -0.8044
H 0.2205 2.1688 1.3075
H 1.6189 3.3799 2.9071
C -3.2230 3.1517 -2.7386
P 1.6529 -0.6466 1.2611
H -3.5812 1.9164 -0.1689
C 1.9800 3.3036 1.8550
H -0.1844 1.7968 -3.1542
H -1.8230 5.3982 -4.8337
O -1.2487 0.3347 -1.5752
H 4.1017 -1.8872 -2.7168
Se -4.4339 -3.2390 -1.1338
H -3.9654 4.9613 -3.6463
H 3.8240 -2.0469 -0.1911
H -3.3120 0.1653 -0.1105
H 5.5004 0.1120 3.3698
O 2.6583 -1.3954 2.2363
C 0.0469 -3.5996 3.8801
C 0.2506 -4.9811 4.1711
H 4.5936 0.3862 1.9229
C -3.1347 4.2763 -3.5663
C -1.9377 4.4827 -4.2551
O 1.7532 0.8831 1.7046
H 2.9140 0.0030 3.7851
O 2.3982 -0.5563 -0.1788
Sb -6.9618 -3.2005 -1.6958
H 2.3189 -2.3639 -1.1602
H -4.1653 2.9259 -2.2559
H 2.9932 -0.4721 -2.6826
C -1.0090 2.4818 -3.3197
Br -0.2235 -3.0386 -1.9461
C -2.1802 2.2411 -2.6402
S -0.5673 -1.4013 2.3360
H 5.2911 -1.1791 2.2249
C -2.2129 1.0842 -1.6864
Se -7.0842 -0.8994 -2.1028
C 3.4933 -0.7990 3.3000
C 3.0854 -1.6253 -0.8851
C -0.2805 -3.1373 2.6080
C -0.1431 -2.8920 5.0663
C -0.9186 3.5541 -4.1837
*
```

***

The following is a DFT calculation (ωB97M-V with the def2-TZVPD basis set) of a molecular structure, C18H23BrN2O4PPdS2SbSe4 at a distorted geometry.

The value obtained for the HOMO energy (spin up / spin down) is -3.16 / -3.01 eV. For the energy above the lowest of the compared OMol25 structures with the same formula, charge and spin, the calculation gives 1.1 kJ/mol. For the gap between HOMO and LUMO (spin up / spin down), the calculation gives 0.22110 / 0.18540 hartree. The calculation puts the energy at -14795.857707 a.u. As for the expectation value of S²: 6.028.

ORCA input file:
```
! wB97M-V def2-TZVPD RIJCOSX def2/J DEFGRID3
* xyz -2 5
N -1.9715 -5.2559 10.4621
H -5.5147 -11.3286 7.9944
Se -2.4297 -16.1847 15.7295
C -3.9907 -11.6990 10.1547
H -9.9987 -7.9137 15.6415
H -7.5661 -7.9761 14.6759
H -4.7641 -10.4794 18.1625
H -8.5145 -7.9342 10.1456
O -7.5057 -10.0452 14.8603
O -6.5253 -10.5990 17.0968
H -6.6106 -13.4478 13.5151
H -8.9916 -12.5948 15.2813
O -6.3763 -12.2811 15.2130
H -6.7997 -9.1329 11.4892
H -6.9932 -10.8205 19.5882
H -9.0546 -13.9145 14.0508
H -7.4467 -11.8391 13.4551
H -7.6946 -8.5695 16.3478
Sb -2.7723 -15.1131 13.3989
S -3.1081 -8.3676 13.2849
C -8.0309 -8.7352 15.3118
C -6.9095 -9.3288 10.4325
H -9.8766 -8.8850 14.1813
C -7.8459 -8.6649 9.6713
C -8.4301 -13.3472 14.7542
C -3.3430 -5.5248 12.6113
P -6.2022 -10.7321 15.5417
N -4.3165 -3.3197 13.4708
H -3.7581 -11.2937 9.1851
C -2.5985 -5.3989 11.4350
C -6.1926 -10.6020 8.4676
O -5.4496 -11.0877 11.9609
Pd -4.1563 -9.3451 15.2884
C -3.9101 -4.3117 13.0307
C -7.2106 -12.7099 14.0752
H -6.9444 -12.5106 19.0719
C -7.1653 -9.9550 7.7218
C -9.5445 -8.7895 15.2331
Se -2.4579 -12.6789 14.4855
C -5.5565 -11.2312 18.0552
C -3.6144 -6.7187 13.4117
H -9.9040 -9.6683 15.7682
S -4.5292 -6.7888 14.8433
C -6.0565 -10.2511 9.8527
H -8.1159 -14.0677 15.5263
Se -5.1809 -15.4194 12.1931
H -8.6715 -8.4198 7.7461
H -4.1729 -12.7804 10.0407
H -5.7068 -11.9174 20.1267
H -3.1815 -11.6299 10.8662
C -7.9547 -8.9964 8.3188
H -5.1113 -12.0795 17.4896
Se -0.7819 -14.6865 11.6770
C -6.3329 -11.6362 19.2951
Br -1.5778 -9.8872 16.9246
C -5.1880 -11.0096 10.7668
H -7.3503 -10.2267 6.6815
*
```